{"formula": "C19H43MnN9O4S", "method": "ωB97M-V with the def2-TZVPD basis set", "species": ["Mn", "N", "C", "C", "O", "N", "C", "C", "O", "O", "H", "H", "H", "H", "H", "H", "N", "C", "N", "O", "H", "H", "H", "H", "C", "N", "C", "C", "N", "N", "C", "C", "H", "H", "H", "H", "H", "H", "H", "H", "H", "H", "H", "H", "H", "C", "C", "C", "C", "N", "C", "S", "N", "C", "C", "C", "C", "H", "H", "H", "H", "H", "H", "H", "H", "H", "H", "H", "H", "H", "H", "H", "H", "H", "H", "H", "H"], "positions_angstrom": [[-0.267, -0.207, 0.647], [0.680, -1.334, -0.821], [0.507, -0.714, -2.165], [-0.512, 0.416, -2.123], [-0.881, 0.976, -3.137], [-0.897, 0.722, -0.866], [-1.785, 1.831, -0.597], [-1.656, 2.151, 0.881], [-2.046, 3.178, 1.372], [-1.064, 1.185, 1.585], [1.665, -1.390, -0.583], [0.307, -2.278, -0.792], [0.205, -1.452, -2.906], [1.455, -0.287, -2.487], [-2.833, 1.591, -0.810], [-1.539, 2.708, -1.198], [2.648, -0.565, 2.846], [1.568, -1.346, 2.912], [1.539, -2.344, 3.812], [0.567, -1.188, 2.163], [3.467, -0.762, 3.397], [2.710, 0.084, 2.051], [2.269, -2.481, 4.487], [0.693, -2.880, 3.894], [-2.497, -1.212, 3.179], [-3.284, -2.140, 2.383], [-3.342, -3.484, 2.950], [-3.101, -2.106, 1.008], [-2.012, -1.633, 0.462], [-4.122, -2.614, 0.277], [-3.948, -2.850, -1.145], [-5.470, -2.812, 0.795], [-2.952, -1.149, 4.167], [-2.508, -0.224, 2.728], [-1.454, -1.527, 3.291], [-2.355, -3.964, 2.949], [-4.029, -4.114, 2.389], [-3.698, -3.424, 3.977], [-2.165, -1.529, -0.537], [-3.970, -1.922, -1.726], [-4.756, -3.488, -1.496], [-3.007, -3.370, -1.337], [-5.537, -2.424, 1.805], [-5.733, -3.872, 0.793], [-6.181, -2.280, 0.163], [3.727, 4.258, 3.698], [2.593, 5.206, 4.080], [1.188, 4.613, 3.992], [0.687, 4.318, 2.585], [1.325, 3.116, 2.050], [1.424, 2.767, 0.769], [2.258, 1.323, 0.325], [0.889, 3.572, -0.144], [1.060, 3.445, -1.593], [2.379, 4.010, -2.105], [2.483, 5.534, -2.126], [2.464, 6.213, -0.758], [4.696, 4.724, 3.877], [3.689, 3.970, 2.647], [3.688, 3.344, 4.298], [2.638, 6.104, 3.457], [2.749, 5.548, 5.106], [0.478, 5.306, 4.446], [1.127, 3.696, 4.591], [0.942, 5.161, 1.936], [-0.398, 4.191, 2.576], [1.560, 2.394, 2.711], [0.352, 4.354, 0.191], [0.213, 3.956, -2.055], [0.979, 2.389, -1.845], [2.515, 3.635, -3.123], [3.191, 3.582, -1.510], [1.678, 5.940, -2.747], [3.411, 5.797, -2.636], [1.463, 6.242, -0.322], [2.798, 7.248, -0.836], [3.125, 5.703, -0.051]], "e_tot_ev": -84157.1968, "spin_multiplicity": 5, "total_charge": 1}

---

{"formula": "C2H10N2O2", "method": "ωB97M-V with the def2-TZVPD basis set", "species": ["C", "C", "N", "N", "H", "H", "H", "H", "H", "H", "H", "H", "O", "H", "H", "O"], "positions_angstrom": [[-1.667, 0.928, 0.221], [-0.306, 0.908, -0.219], [0.758, 0.669, 0.647], [-2.529, 2.000, -0.043], [-1.929, 0.285, 1.128], [-0.003, 1.207, -1.195], [0.447, 0.306, 1.571], [1.666, 0.508, 0.239], [-3.010, 2.373, 0.860], [-2.224, 2.743, -0.689], [2.774, -2.307, 1.203], [1.894, -1.901, -0.090], [2.738, -1.623, 0.439], [-0.313, -1.469, -0.621], [0.487, -1.635, -1.931], [0.318, -2.103, -1.027]], "smiles": "N/C=C/N.O.O", "e_tot_ev": -9309.2401}

---

{"formula": "CHClF2OS2", "method": "ωB97M-V with the def2-TZVPD basis set", "species": ["C", "O", "F", "F", "S", "S", "Cl", "H"], "positions_angstrom": [[0.246, -0.754, -0.793], [1.278, 0.972, 1.263], [0.017, -2.024, -0.512], [-0.594, -0.189, -1.638], [-1.108, -0.286, 2.231], [-0.037, 0.460, 0.858], [-1.140, 2.335, -0.511], [1.337, -0.515, -0.896]], "smiles": "O=[S@@](=S)(Cl)C(F)F", "e_tot_ev": -42725.6970}

---

Question: Number 1 is which compound?
Answer: C19H43MnN9O4S